1.
Computed, not measured: a structure of composition C35H31N3O2PdSSeTe, with ωB97M-V/def2-TZVPD.

Values from the calculation:
2S+1: 5
LUMO level (alpha / beta): 4.01 / 2.98 eV
Maximum force: 0.566 eV Å⁻¹
Energy relative to the best compared isomer or geometry (same formula, charge and spin): 0.0 kcal/mol
Charge: -2

The geometry in XYZ format:
```
75
C35H31N3O2PdSSeTe, DFT ωB97M-V/def2-TZVPD
C 0.891 -2.087 -1.510
O 0.045 -0.438 4.172
H -2.408 -0.604 -5.437
C -2.325 5.299 0.594
H 2.993 -1.171 -3.358
H 2.664 0.406 -2.667
H 2.238 -4.371 2.337
C -2.865 2.718 3.974
C -2.843 2.983 0.200
C 1.450 3.478 -4.301
C -3.641 5.542 0.955
N 0.585 -1.301 0.789
H -3.877 0.371 3.529
H 1.340 -2.507 3.789
C 0.902 0.067 -5.410
N 0.425 -0.905 -1.868
C -2.308 3.986 4.049
S 2.771 0.972 0.086
H -0.620 0.267 -6.918
O 1.165 -3.070 -2.225
H -3.949 6.537 1.254
H -2.872 4.812 4.467
H -1.876 -1.592 -1.876
H 1.697 0.432 -6.053
C -2.163 1.654 3.419
C 0.178 -0.692 -3.243
C -1.916 4.022 0.230
H 1.704 4.029 -6.355
C 0.995 3.745 -5.584
H 1.987 -4.152 -0.171
C 0.143 -0.239 2.946
H -2.346 -0.393 4.034
C 1.207 -0.263 -4.098
C -4.169 3.231 0.561
Se 1.255 2.851 -1.502
C -1.025 4.185 3.561
C -4.562 4.502 0.948
C -0.297 3.146 2.994
C -0.394 -0.030 -5.900
H -3.104 -0.804 -2.890
C -2.806 0.301 3.327
H -4.891 2.424 0.544
Te -2.297 1.066 -0.464
H -0.881 3.832 -0.034
C -0.866 1.866 2.920
H -1.487 2.675 -2.845
H -2.668 -0.131 2.332
C 0.570 3.106 -3.281
H 2.507 3.551 -4.073
H 1.317 4.449 2.456
C -1.117 -0.849 -3.747
C 1.639 -3.398 0.521
C 0.699 -1.380 2.110
H 1.220 2.979 1.463
C -0.355 3.628 -5.892
C -0.782 2.979 -3.610
H -3.874 2.547 4.336
C 2.613 -0.172 -3.589
H -5.589 4.680 1.245
H -0.579 5.174 3.595
C -1.238 3.234 -4.895
H -0.709 3.819 -6.898
C 1.044 -2.262 -0.006
H -1.596 6.101 0.608
H 3.261 0.289 -4.340
H 1.833 2.865 3.079
N -0.175 0.844 2.254
C 1.087 3.381 2.468
C 1.762 -3.502 1.898
H -2.510 -2.417 -3.292
C -1.391 -0.504 -5.068
Pd 0.310 0.690 -0.125
C -2.214 -1.439 -2.900
C 1.281 -2.486 2.710
H -2.293 3.115 -5.119
```

Atom charges from the Löwdin analysis, given in e for atoms 1 to 8: -0.52, -0.03, 0.10, -0.09, 0.08, -0.01, 0.09, -0.08

***

2.
Computed, not measured: the ion C5H15N2 with charge +1 at a distorted geometry, with ωB97M-V/def2-TZVPD.

Values from the calculation:
LUMO level: -3.78 eV
Maximum force: 2.515 eV Å⁻¹
Energy relative to the best compared isomer or geometry (same formula, charge and spin): 35.3 kcal/mol
Charge: +1

The geometry in XYZ format:
```
22
C5H15N2, DFT ωB97M-V/def2-TZVPD
N -1.760 0.775 -0.365
H -1.264 1.411 -0.980
C -3.080 1.244 -0.012
H 0.025 1.160 0.799
H -1.334 0.467 1.660
H 1.521 0.832 -0.732
H 3.498 0.305 0.421
H 2.286 -0.407 1.203
C -0.249 -0.980 0.447
C 0.640 -1.134 -0.767
H -3.222 2.323 -0.021
H 3.449 -1.274 0.397
H 1.008 -2.145 -0.863
H -1.095 -1.692 0.430
H 0.350 -1.057 1.357
H 2.419 -0.325 -1.717
H -3.336 0.784 0.968
C -0.835 0.453 0.678
H -3.868 0.882 -0.699
C 1.874 -0.207 -0.781
H 0.151 -0.941 -1.756
N 2.822 -0.471 0.332
```

Atom charges from the Löwdin analysis, given in e for atoms 1 to 8: -0.13, 0.11, -0.12, 0.11, 0.12, 0.13, 0.18, 0.16

***

3.
Computed, not measured: a structure of composition C40H55BrF4FeNPSbSeSi3, with ωB97M-V/def2-TZVPD.

Values from the calculation:
2S+1: 6
LUMO level (alpha / beta): -4.67 / -7.24 eV
Maximum force: 0.691 eV Å⁻¹
Energy relative to the best compared isomer or geometry (same formula, charge and spin): 5.4 kcal/mol
Charge: +2

The geometry in XYZ format:
```
108
C40H55BrF4FeNPSbSeSi3, DFT ωB97M-V/def2-TZVPD
Se 2.474 1.489 3.308
C 1.232 -3.174 4.966
H -4.851 0.012 6.655
H -1.464 2.304 3.278
H 3.532 -0.543 1.083
H 1.664 2.315 -5.454
Fe -1.059 0.396 0.711
C -2.318 2.751 2.762
Si 1.505 -0.022 -4.637
C -4.208 -0.291 5.839
Sb 2.265 0.553 -2.218
C 1.474 1.122 1.935
Si 3.557 2.801 -1.959
H 5.805 1.759 -2.061
H 0.008 1.948 -4.939
H 3.288 -3.711 -0.837
H 5.835 -2.324 -2.005
C 4.346 -0.743 0.383
H -5.629 -1.684 5.033
C -1.551 2.602 -0.964
C -4.620 0.340 -1.066
F -2.475 -4.129 3.373
H 3.246 -2.928 2.257
C -2.117 -0.123 4.665
C -2.556 -1.080 3.748
H 4.332 2.489 0.383
H -4.763 0.439 -2.137
C -3.439 1.506 0.824
C -2.675 1.462 -2.916
H -4.425 -0.719 -0.857
C 5.182 -1.566 -2.452
H 3.925 -0.050 -5.291
C 3.645 3.157 -0.140
C 3.044 -0.672 -5.461
F -2.258 -3.982 -2.021
C -2.032 -2.859 1.438
Br -1.160 -1.477 -0.974
C 2.364 -3.303 4.175
Si 3.760 -1.340 -1.274
P -1.419 -1.424 2.391
H -4.321 1.069 2.765
H -5.566 0.584 -0.586
C -2.397 2.323 1.314
H -0.075 3.478 1.972
H 5.778 -0.662 -2.586
C 0.087 -2.582 4.454
C 2.359 -2.830 2.870
H -4.799 -0.026 1.486
H -3.529 1.981 -3.358
H 0.623 1.331 -6.474
H 4.879 -1.933 -3.433
C -0.656 3.315 -1.945
H -1.125 0.310 4.579
C -1.441 2.857 0.416
H 5.771 3.359 -2.801
C 5.221 2.416 -2.707
H 4.930 0.176 0.290
C -2.344 -3.981 -0.696
C 1.226 -2.219 2.359
C -2.565 1.758 -1.442
C -2.809 -5.121 -0.053
H 5.163 1.973 -3.702
H 2.318 -3.140 -2.192
N 0.792 0.879 0.991
H 2.859 -0.689 -6.540
C 0.181 -1.322 -4.501
H 3.253 -3.769 4.578
H 5.006 -1.494 0.828
C -4.646 -1.244 4.929
H -0.028 -1.727 -5.496
C -2.854 -5.149 1.328
H 2.153 3.762 -3.806
H 3.353 4.895 -3.192
H -0.751 -0.908 -4.112
H -1.789 1.765 -3.468
C 0.083 -2.097 3.148
H 0.071 2.647 -2.413
H 1.235 -3.542 5.984
H -3.212 2.499 3.322
H -5.453 1.599 1.523
H -2.592 0.996 6.427
C -4.551 1.010 1.708
H -1.254 3.750 -2.748
C -3.821 -1.640 3.887
C -1.960 -2.884 0.046
F -3.261 -6.233 1.951
H 2.671 3.073 0.345
C -2.942 0.266 5.709
C -3.505 1.212 -0.553
H 1.881 4.593 -2.272
H 1.234 -1.828 1.346
H 0.486 -2.156 -3.865
C -0.342 3.738 0.951
H -2.833 0.398 -3.093
H -0.108 4.128 -1.482
H -0.796 -2.501 5.074
H -0.655 4.786 0.946
H -2.189 3.831 2.822
H 1.840 -2.745 -0.532
H 4.003 4.181 0.007
C -2.456 -4.031 2.050
C 0.893 1.543 -5.435
H 0.565 3.655 0.357
C 2.694 -2.867 -1.202
C 2.639 4.120 -2.899
F -3.174 -6.169 -0.754
H -4.182 -2.378 3.182
H 3.271 -1.693 -5.148
```

Atom charges from the Löwdin analysis, given in e for atoms 1 to 8: 0.70, -0.04, 0.12, 0.08, -0.01, 0.03, 0.47, -0.01

***

4.
Computed, not measured: a cluster of 2 separate species, C5H9PSi in total at a distorted geometry, with ωB97M-V/def2-TZVPD.

Values from the calculation:
LUMO level: -0.96 eV
Maximum force: 4.506 eV Å⁻¹
Energy relative to the best compared isomer or geometry (same formula, charge and spin): 54.9 kcal/mol

The geometry in XYZ format:
```
16
C5H9PSi, DFT ωB97M-V/def2-TZVPD
Si 0.272 0.059 -0.291
C -1.516 0.078 -0.099
H 1.064 -0.793 -1.158
C -2.300 -1.178 -0.194
H -1.964 2.056 0.735
H 5.371 -1.054 -0.407
H -4.403 -1.533 0.172
C -3.591 -0.848 0.117
H 5.647 1.169 -0.873
C -3.688 0.565 0.467
C -2.456 1.058 0.448
H 1.287 0.998 -0.131
H -1.974 -2.203 -0.601
H 7.080 0.216 0.518
H -4.457 1.080 1.014
P 5.626 0.330 0.284
```

Atom charges from the Löwdin analysis, given in e for atoms 1 to 8: 0.89, -0.46, -0.10, -0.18, 0.12, -0.13, 0.08, -0.12

***

5.
Computed, not measured: a cluster of 2 separate species, C9H15N5O in total at a distorted geometry, with ωB97M-V/def2-TZVPD.

Values from the calculation:
LUMO level: -0.32 eV
Maximum force: 4.495 eV Å⁻¹
Energy relative to the best compared isomer or geometry (same formula, charge and spin): 25.7 kcal/mol

The geometry in XYZ format:
```
30
C9H15N5O, DFT ωB97M-V/def2-TZVPD
H -4.005 1.645 0.441
H -3.591 -0.326 -0.877
N -0.597 1.087 -1.274
C 2.563 0.532 -1.306
H 3.016 -0.268 2.005
C -1.976 0.630 0.675
N -0.337 -1.882 0.349
H 3.129 1.417 -1.057
C -2.663 -0.373 -1.422
H 3.162 -0.007 -2.083
H -1.241 1.298 1.118
H -2.492 -1.512 -1.506
H -3.986 -0.010 1.227
C 2.498 -0.191 0.066
H -3.427 1.559 1.956
O 0.971 1.329 1.421
H -1.798 -0.329 1.064
C 3.542 -0.212 1.116
N 0.245 -2.951 -0.106
H 4.168 0.657 0.913
H 1.522 0.831 -1.636
C -3.435 0.975 1.105
C 1.231 0.348 0.782
N 1.525 -2.707 -0.434
H -2.903 -0.132 -2.396
H 4.246 -1.134 1.079
C -1.648 0.492 -0.832
N 1.737 -1.465 -0.143
C 0.599 -0.961 0.402
H -0.054 1.660 -0.645
```

Atom charges from the Löwdin analysis, given in e for atoms 1 to 8: 0.08, 0.06, 0.13, 0.02, 0.06, -0.20, 0.07, 0.08

***

6.
Computed, not measured: the ion C4H12N3 with charge +1 at a distorted geometry, with ωB97M-V/def2-TZVPD.

Values from the calculation:
LUMO level: -3.16 eV
Maximum force: 1.600 eV Å⁻¹
Energy relative to the best compared isomer or geometry (same formula, charge and spin): 3.6 kcal/mol
Charge: +1

The geometry in XYZ format:
```
19
C4H12N3, DFT ωB97M-V/def2-TZVPD
H -0.901 -1.428 -2.419
H -0.574 0.218 -2.245
H -0.884 0.030 1.259
C 1.770 0.551 1.672
H 1.692 -0.526 1.761
C 1.533 1.074 0.269
H 1.823 0.278 -0.441
H 2.740 0.813 2.089
H -1.741 -2.579 -0.686
H -0.236 2.244 0.643
H -1.739 -1.942 0.904
H 1.059 0.966 2.395
C 0.082 1.437 -0.012
H -0.078 1.706 -1.046
N -0.819 0.294 0.284
H 2.219 1.851 -0.045
N -1.325 -1.948 -0.018
C -0.922 -0.758 -0.522
N -0.572 -0.691 -1.806
```

Atom charges from the Löwdin analysis, given in e for atoms 1 to 8: 0.14, 0.13, 0.15, -0.10, 0.07, -0.23, 0.11, 0.08

***

7.
Computed, not measured: a structure of composition C3H2O3Sc at a distorted geometry, with ωB97M-V/def2-TZVPD.

Values from the calculation:
LUMO level (alpha / beta): -17.31 / -17.20 eV
Maximum force: 3.601 eV Å⁻¹
Charge: +3

The geometry in XYZ format:
```
9
C3H2O3Sc, DFT ωB97M-V/def2-TZVPD
O 2.440 -0.187 0.340
H 2.661 -2.129 -0.163
O 1.008 -0.387 0.387
C 3.133 -1.194 0.160
C -2.635 -0.135 0.458
Sc 0.179 1.234 -0.526
O -1.664 0.529 0.509
C -3.730 -0.937 0.467
H 4.204 -1.063 0.337
```

Atom charges from the Löwdin analysis, given in e for atoms 1 to 8: 0.03, 0.19, -0.14, 0.33, -0.14, 1.99, 0.04, 0.51

***

8.
Computed, not measured: a structure of composition C28H66CdN3O16 at a distorted geometry, with ωB97M-V/def2-TZVPD.

Values from the calculation:
2S+1: 2
LUMO level (alpha / beta): -1.27 / -2.39 eV
Maximum force: 7.598 eV Å⁻¹

The geometry in XYZ format:
```
114
C28H66CdN3O16, DFT ωB97M-V/def2-TZVPD
H -1.923 -3.968 1.792
H 1.717 0.429 5.587
O 3.167 -2.141 1.977
H -2.695 -4.909 -1.007
C 1.016 -2.336 6.548
H -0.225 -0.318 4.377
H -3.854 -0.523 -2.400
O 0.967 -3.450 5.686
C -0.449 -0.544 -4.797
H -2.411 0.546 -2.475
O -4.020 5.878 4.513
C -4.119 1.380 -3.370
H 2.063 -3.919 1.570
C 2.284 -1.410 6.242
C -5.053 3.604 4.330
O -5.891 3.634 5.363
H -5.150 1.501 -3.036
H 0.117 -1.729 6.441
H 2.244 -0.372 -4.689
H -1.914 -4.880 0.290
C -0.348 -0.957 0.477
C -4.867 2.314 3.797
C -4.216 4.764 3.825
H 1.306 4.141 -0.907
O -3.158 3.476 0.760
H 1.155 -2.664 7.578
H -1.016 -3.779 5.038
C -0.987 -1.223 -7.016
C 3.064 -3.491 1.520
O 0.573 2.291 1.827
H 2.317 1.505 0.100
C 5.151 -2.815 -6.323
N 1.322 3.133 -0.837
H -1.129 4.708 -4.778
C -4.010 2.116 2.651
H 1.615 -2.419 -5.182
C 0.437 -0.643 -3.521
H 0.054 -1.376 -2.811
H 1.706 -2.927 -3.494
H -1.121 -0.213 -7.406
H -0.485 -1.947 -7.657
H 1.903 1.739 -2.239
H -1.467 -0.831 -4.532
H 0.746 2.007 3.762
H 4.357 -2.221 -3.982
H -1.523 -3.089 2.958
H 1.379 4.107 1.496
O 3.830 -2.366 -5.940
H 2.600 -1.006 7.204
N 1.903 -0.841 -3.862
H 3.102 -2.727 4.042
C 2.663 -0.593 3.943
N 1.918 -0.474 5.184
H -0.974 -0.519 3.077
H -1.796 2.676 0.124
C -0.129 5.097 -4.586
H 0.117 -0.135 -0.067
C 2.075 -2.200 -4.218
H -1.924 -1.731 -6.788
H -0.468 3.100 -2.811
C 2.650 -2.029 3.338
C 1.711 3.069 1.485
H 3.083 -2.125 6.046
H -5.289 1.445 4.279
H -0.973 -2.579 -0.919
C -0.206 -2.331 -0.185
H 5.382 -2.721 -7.384
O -2.227 -3.658 2.645
H -0.167 6.185 -4.541
H -0.311 2.251 0.065
C 0.036 2.486 3.087
Cd -3.822 -0.476 0.746
O -1.087 -0.545 4.027
O 0.569 4.637 -3.451
H -3.055 5.595 2.278
H 2.529 2.931 2.192
H -0.882 1.933 3.283
C 1.664 2.802 -2.202
H 5.558 -3.798 -6.086
H 1.612 -2.364 3.333
O -1.687 -0.538 0.763
H 0.327 0.238 -2.889
O -1.186 2.050 -0.275
O -0.082 -1.325 -5.928
H 0.793 -2.218 -0.608
H 3.322 -3.543 0.463
C -3.543 3.485 1.936
C -3.610 4.752 2.662
H 0.226 -0.982 1.404
C 2.195 2.587 0.141
H 3.693 -0.278 4.107
O -3.811 1.115 2.065
H -3.854 2.427 -3.520
H -4.281 0.817 -4.289
O -2.710 -4.544 -0.122
H 0.417 4.941 -5.516
H -0.257 -3.084 0.601
H -0.596 -4.133 6.795
H -1.414 1.130 -0.125
H 3.165 3.066 0.010
H 3.630 -3.710 -4.635
H -0.460 0.495 -5.125
H 2.553 3.265 -2.628
O -3.692 0.889 -0.916
H 0.060 -5.118 5.458
C -3.481 0.494 -2.275
H 0.545 2.617 -4.117
H -0.100 3.512 3.428
H 5.862 -2.159 -5.822
C -0.270 -4.122 5.755
H 2.211 0.216 3.368
C 0.544 3.208 -3.201
H 3.617 -4.092 2.243
C 3.550 -2.624 -4.594
```

Atom charges from the Löwdin analysis, given in e for atoms 1 to 8: -0.02, 0.12, -0.19, 0.05, -0.21, -0.01, 0.08, -0.21

***

9.
Computed, not measured: a structure of composition C30H42CoN2O2P2 at a distorted geometry, with ωB97M-V/def2-TZVPD.

Values from the calculation:
2S+1: 4
LUMO level (alpha / beta): -0.16 / -0.69 eV
Maximum force: 4.715 eV Å⁻¹
Energy relative to the best compared isomer or geometry (same formula, charge and spin): 0.0 kcal/mol

The geometry in XYZ format:
```
79
C30H42CoN2O2P2, DFT ωB97M-V/def2-TZVPD
C -2.843 1.158 7.118
H 0.637 -3.861 1.991
H 1.123 -3.543 0.263
H 3.330 0.512 -2.551
C -1.137 -1.286 -5.018
H 0.736 -0.569 -5.914
H 1.193 -3.108 -5.651
C -0.996 -0.572 -1.891
H -1.419 -1.809 -5.943
C 2.857 -0.031 5.466
C 0.746 0.962 4.827
H 1.229 0.543 -0.443
C 2.001 1.857 -4.475
H 2.759 -0.831 -1.576
H -2.125 -4.299 -4.046
P -0.470 -2.605 -3.933
C -0.476 1.432 1.709
C -3.946 2.232 5.253
N -0.706 0.051 1.851
C 3.182 1.105 6.209
O -0.963 -1.489 3.437
C 0.386 1.531 -2.148
C -2.869 1.893 4.429
H -4.781 2.108 7.249
H -1.691 1.282 -2.866
C -1.768 0.821 6.292
H 2.131 2.681 -3.761
H -4.785 2.783 4.835
C 2.282 2.172 6.270
H 3.544 -0.877 5.407
H -1.869 -1.075 -2.328
C 0.940 -1.830 -3.130
H 4.133 1.164 6.744
C 2.426 -0.011 -2.223
H -0.359 -3.957 -5.922
H -0.636 0.509 -6.092
C -0.572 0.958 4.035
H 0.851 -1.300 -1.005
C -1.789 -3.608 -3.254
H 2.933 1.279 -4.518
C 1.062 2.103 5.588
C -3.939 1.859 6.609
H -0.243 -2.539 -1.421
H -2.650 -2.997 -2.942
C -0.147 -0.176 -5.386
C -0.754 0.758 -2.646
H 1.369 -1.011 4.228
H -0.905 0.288 6.697
H -2.818 0.866 8.170
H -0.221 2.927 3.135
C 1.553 0.980 -1.399
H -2.066 -0.889 -4.582
H 0.777 -4.548 -4.671
Co -0.805 -1.939 1.270
H -1.309 -0.321 -0.865
H -0.135 2.636 -5.651
C 0.373 -3.654 -5.161
C 1.679 -0.542 -3.446
H 1.661 -2.428 1.585
P 0.491 0.835 -3.952
H -1.568 2.183 -4.706
N -0.511 1.964 2.993
C -0.491 2.391 -4.642
H -1.432 -4.204 -2.401
C -1.776 1.201 4.940
C -0.764 -0.271 3.153
C 0.842 -3.084 1.228
C 0.159 -1.584 -1.790
C 1.637 -0.104 4.783
H -0.331 3.265 -3.995
H 0.274 2.613 -2.114
H 2.183 1.834 -1.106
H 2.349 -0.707 -4.303
H 1.699 -2.613 -2.986
H 1.836 2.280 -5.472
O -0.308 2.053 0.669
H 0.351 2.928 5.666
H -2.863 2.209 3.380
H 2.518 3.070 6.847
```

Atom charges from the Löwdin analysis, given in e for atoms 1 to 8: -0.08, -0.05, -0.07, 0.11, -0.29, 0.09, 0.07, -0.16